# 1
{"formula": "C12H36ClI2LaN3OP3", "method": "ωB97M-V/def2-TZVPD", "elements": ["I", "I", "La", "P", "C", "C", "H", "H", "H", "H", "H", "H", "C", "H", "H", "H", "P", "C", "C", "H", "H", "H", "C", "H", "H", "H", "H", "H", "H", "Cl", "C", "N", "C", "P", "O", "N", "C", "C", "N", "C", "C", "H", "H", "H", "H", "H", "H", "H", "H", "H", "H", "H", "H", "H", "H", "H", "H", "H", "H"], "positions_angstrom": [[2.7592, -2.5446, 0.6386], [0.2060, 2.0220, -2.8226], [1.5044, -0.1726, -0.9569], [3.5150, 1.7268, 0.0192], [2.7892, 2.3953, 1.5794], [5.1149, 1.0000, 0.5527], [5.8370, 1.7423, 0.9157], [4.6836, 3.8467, -0.5577], [5.5196, 0.4602, -0.3145], [4.2223, 2.8358, -1.9767], [2.5872, 1.5617, 2.2658], [4.9188, 0.2500, 1.3313], [3.9066, 3.2049, -0.9912], [3.4394, 3.1231, 2.0771], [2.9851, 3.7819, -1.1469], [1.8242, 2.8698, 1.3514], [0.4449, -2.1209, -2.9520], [-1.2403, -2.5819, -2.3475], [0.1666, -1.5377, -4.6698], [2.4205, -3.4138, -3.3468], [0.9938, -4.3759, -3.8837], [1.4089, -4.2009, -2.1379], [1.3828, -3.6965, -3.1136], [1.1219, -1.1231, -5.0172], [-0.1817, -2.3162, -5.3578], [-1.7412, -3.3324, -2.9731], [-1.8592, -1.6740, -2.3095], [-0.5465, -0.7045, -4.6470], [-1.1750, -2.9538, -1.3143], [3.5801, -0.3448, -2.7993], [-3.6087, 0.9548, -0.3485], [-2.2363, 1.0626, 0.1480], [-1.7059, 2.4438, 0.1298], [-1.4462, 0.0570, 1.1780], [0.0361, 0.1350, 0.8326], [-1.5998, 0.6352, 2.7485], [-0.4469, 1.2628, 3.4076], [-2.9038, 1.0606, 3.2745], [-1.9646, -1.5099, 1.0687], [-1.0320, -2.5259, 1.6114], [-3.3569, -1.8837, 1.3805], [-3.7642, 1.6984, -1.1350], [-4.3341, 1.1275, 0.4604], [-3.8018, -0.0261, -0.7887], [-2.1177, 3.0545, 0.9663], [-0.6097, 2.4377, 0.2050], [-1.9459, 2.8986, -0.8440], [-0.1801, 2.2397, 2.9571], [-0.6963, 1.4058, 4.4686], [0.4379, 0.6177, 3.3334], [-3.1961, 2.0700, 2.9185], [-3.6965, 0.3686, 2.9549], [-2.8797, 1.0542, 4.3759], [-0.9123, -2.4064, 2.7034], [-1.4637, -3.5077, 1.3898], [-0.0300, -2.4670, 1.1544], [-3.5536, -1.8115, 2.4521], [-4.0790, -1.2616, 0.8437], [-3.5001, -2.9114, 1.0580]], "atomic_forces_ev_per_a": [[-0.258, 0.270, -0.096], [-0.011, -0.051, -0.226], [1.833, -0.966, -0.800], [0.990, 1.144, 0.763], [-0.222, -0.129, -0.057], [-0.272, -0.410, -0.321], [-0.303, -0.041, -0.135], [-0.176, -0.257, 0.007], [0.049, 0.190, 0.220], [0.054, 0.172, 0.230], [0.170, 0.148, -0.116], [0.036, 0.230, -0.159], [-0.215, -0.269, -0.295], [-0.053, -0.126, -0.133], [0.231, -0.090, 0.099], [0.233, 0.039, 0.018], [-0.826, -1.042, -1.285], [0.059, 0.194, 0.320], [0.276, 0.398, 0.205], [-0.283, -0.150, -0.044], [-0.092, 0.355, 0.154], [-0.068, 0.108, -0.257], [0.370, 0.372, 0.435], [-0.180, -0.180, -0.058], [0.092, 0.038, 0.277], [0.235, 0.159, 0.071], [0.103, -0.170, -0.165], [0.054, -0.233, -0.012], [0.053, -0.068, -0.305], [-0.609, 0.085, 0.419], [-0.476, -0.277, 0.027], [-0.280, 0.287, 0.329], [0.214, 0.445, 0.184], [1.904, -0.945, -1.514], [-2.058, 0.035, 1.468], [-0.147, 1.402, 0.327], [0.341, -0.307, 0.499], [-0.503, -0.570, 0.125], [-0.341, 0.796, 0.478], [0.581, -0.074, 0.209], [-0.369, 0.332, -0.320], [0.111, -0.078, 0.233], [0.053, 0.093, -0.263], [0.162, 0.115, 0.094], [0.049, -0.293, -0.571], [-0.411, -0.051, 0.089], [-0.071, -0.170, 0.529], [-0.331, -0.352, 0.062], [0.077, 0.046, -0.406], [-0.295, 0.119, -0.104], [0.399, -0.294, 0.131], [0.277, 0.183, 0.012], [0.082, 0.093, -0.477], [-0.095, -0.231, -0.390], [0.119, 0.232, 0.125], [-0.413, 0.074, 0.132], [-0.001, -0.182, 0.028], [0.207, -0.133, 0.168], [-0.057, -0.020, 0.041]], "lowdin_charge": [0.0657, 0.2752, 0.7034, 0.6784, -0.2745, -0.2533, 0.0662, 0.0647, 0.0427, 0.0453, 0.0350, 0.0357, -0.2594, 0.0646, 0.0361, 0.0258, 0.6966, -0.2633, -0.2699, 0.0463, 0.0671, 0.0299, -0.2531, 0.0460, 0.0645, 0.0669, 0.0316, 0.0201, 0.0228, -0.2356, -0.0514, -0.2333, -0.1313, 0.5731, -0.5544, -0.1627, -0.0265, -0.0274, -0.2464, -0.0901, -0.0641, 0.1083, 0.1025, 0.0868, 0.1071, 0.0347, 0.0562, 0.1146, 0.1139, 0.1003, 0.1187, 0.0860, 0.1187, 0.1103, 0.1049, -0.0424, 0.0962, 0.0717, 0.1042], "orbital_gap_ev": [3.9, 2.7], "lumo_ev": [-9.99, -10.83], "total_charge": 2, "e_above_lowest_ev": 0.043, "e_homo_ev": [-13.86, -13.57]}

# 2
{"formula": "C12H36CuNO9S6", "method": "ωB97M-V/def2-TZVPD", "elements": ["Cu", "N", "O", "O", "O", "C", "S", "O", "C", "H", "H", "H", "H", "H", "H", "C", "S", "O", "C", "H", "H", "H", "H", "H", "H", "C", "S", "O", "C", "H", "H", "H", "H", "H", "H", "C", "S", "O", "C", "H", "H", "H", "H", "H", "H", "C", "S", "O", "C", "H", "H", "H", "H", "H", "H", "C", "S", "O", "C", "H", "H", "H", "H", "H", "H"], "positions_angstrom": [[-0.2407, 0.2187, -0.2684], [-1.1818, 2.4215, -2.4524], [-2.0983, 2.0281, -3.1692], [-1.0558, 2.0000, -1.3278], [-0.4551, 3.4023, -2.7890], [-0.0083, -0.6484, 3.9363], [1.4268, -1.0134, 2.7981], [1.0590, -0.5722, 1.3805], [2.4112, 0.3354, 3.4992], [0.2577, -0.0974, 4.8383], [-0.5165, -1.5600, 4.2504], [-0.6578, 0.0655, 3.4297], [2.0777, 1.3730, 3.5157], [3.3119, 0.3123, 2.8858], [2.6816, -0.0098, 4.4971], [-1.5440, -4.1974, 1.3915], [-0.9051, -3.3760, -0.1560], [-0.6223, -1.9527, 0.2560], [0.7941, -4.1436, -0.0859], [-1.0170, -3.8306, 2.2723], [-1.5148, -5.2861, 1.3474], [-2.6197, -4.0242, 1.4218], [1.4610, -3.8164, -0.8835], [0.6461, -5.2207, -0.1643], [1.3199, -3.8728, 0.8297], [1.2486, -1.8484, -4.2480], [-0.0624, -0.6891, -3.6752], [0.0690, -0.6467, -2.1551], [-1.4933, -1.7662, -3.9730], [2.2556, -1.5355, -3.9720], [1.3300, -1.9439, -5.3308], [1.0561, -2.8568, -3.8818], [-2.4245, -1.4398, -3.5101], [-1.5008, -2.7970, -3.6188], [-1.6702, -1.7619, -5.0486], [4.4115, 1.3117, -0.7135], [2.9814, 0.6441, -1.6514], [1.8575, 0.8532, -0.6645], [2.8413, 1.9556, -2.8772], [4.9419, 0.6264, -0.0524], [3.9737, 2.0276, -0.0179], [5.1777, 1.7763, -1.3342], [3.0644, 2.9934, -2.6297], [1.9366, 1.8726, -3.4794], [3.7015, 1.5892, -3.4373], [1.0235, 3.6427, 0.7421], [-0.3737, 2.9994, 1.7713], [-0.3827, 1.4869, 1.4489], [0.5021, 3.5055, 3.2900], [1.3805, 4.6362, 1.0132], [0.6894, 3.5539, -0.2917], [1.7373, 2.8224, 0.8179], [-0.0219, 4.4053, 3.6122], [1.5654, 3.7315, 3.2090], [0.4353, 2.9232, 4.2090], [-4.5411, -1.3370, -0.0916], [-3.5303, -0.4230, 1.0860], [-2.1907, -0.0213, 0.4585], [-4.4872, 1.1694, 1.1407], [-4.5162, -0.7541, -1.0124], [-5.5852, -1.3611, 0.2206], [-4.1364, -2.3375, -0.2438], [-5.0665, 1.1405, 2.0635], [-5.2442, 1.1948, 0.3569], [-3.9630, 2.1220, 1.2170]], "atomic_forces_ev_per_a": [[0.341, 0.274, -0.049], [-0.258, 3.278, -2.319], [0.024, -0.676, -0.651], [0.648, -1.896, 3.614], [-0.084, -0.929, -0.344], [-0.120, 0.158, -0.144], [-1.579, 2.142, -0.968], [1.299, -1.090, 2.415], [1.183, -0.568, -0.269], [0.669, -0.310, 0.059], [-0.071, 0.027, -0.361], [-0.139, -0.441, -0.522], [-0.727, -0.432, -0.148], [0.219, 0.057, 0.063], [0.055, 0.137, 0.107], [-0.255, -0.108, -0.862], [1.918, -0.069, 1.354], [-0.779, -1.364, -0.390], [-0.618, -0.269, -0.154], [-0.017, 0.169, -0.170], [0.568, -0.022, -0.290], [-0.021, 0.602, 0.179], [-0.501, 0.224, -0.376], [0.148, -0.044, 0.076], [-0.491, 0.016, 0.288], [-0.033, -0.423, -0.107], [-0.356, -0.784, 1.065], [0.229, -0.306, -0.836], [-0.721, -0.288, -0.485], [-0.255, 0.341, 0.587], [-0.674, 0.391, -0.194], [-0.022, 0.137, 0.341], [0.335, 1.105, 0.089], [1.168, -0.114, 0.017], [0.094, -0.035, -0.093], [0.126, 0.327, 0.266], [-0.907, 0.907, 1.201], [-0.001, -0.090, 0.077], [1.212, -0.563, -0.411], [-0.408, -0.719, -0.409], [-0.137, 0.320, -0.335], [-0.265, 0.053, -0.246], [-0.329, -0.185, 0.639], [-0.053, -0.139, 0.297], [0.086, 0.354, -0.915], [-0.885, -0.983, -0.551], [0.871, -0.696, -1.310], [0.381, 2.215, 1.146], [0.089, -0.028, 1.352], [-0.165, -0.217, 0.094], [-0.248, 0.440, -0.097], [0.351, 0.242, 0.399], [-0.010, 0.336, -0.438], [-0.066, -0.073, -0.558], [-0.466, -0.786, -0.393], [0.054, 0.846, -0.676], [1.959, 1.742, -0.033], [-2.531, -0.525, 0.226], [-1.191, -0.664, 0.414], [0.146, -0.169, -0.237], [0.128, -0.147, 0.398], [0.015, 0.107, 0.158], [-0.051, -0.322, 0.205], [0.338, 0.095, -0.304], [0.784, -0.567, -0.483]], "lowdin_charge": [0.6527, -0.6164, -0.0129, -0.0923, -0.0489, -0.2415, 0.8537, -0.6169, -0.2761, 0.0379, 0.0311, 0.0318, 0.0330, 0.0368, 0.0496, -0.2595, 0.7661, -0.6368, -0.2622, 0.0437, 0.0414, 0.0198, 0.0308, 0.0338, 0.0418, -0.2434, 0.9003, -0.5950, -0.2527, 0.0351, 0.0529, 0.0448, 0.0540, 0.0503, 0.0542, -0.2320, 0.8365, -0.5912, -0.2472, 0.0454, 0.0410, 0.0525, 0.0710, 0.0491, 0.0351, -0.2201, 0.9581, -0.5993, -0.2902, 0.0643, 0.0307, 0.0328, 0.0471, 0.0468, 0.0470, -0.2660, 0.8701, -0.6006, -0.2177, 0.0581, 0.0572, 0.0369, 0.0370, 0.0470, 0.0594], "orbital_gap_ev": [1.6, 6.8], "lumo_ev": [0.07, -1.52], "multiplicity": 3, "e_homo_ev": [-1.53, -8.31], "s2": 2.002}

# 3
{"formula": "C12H36FO6Pb", "method": "ωB97M-V/def2-TZVPD", "elements": ["Pb", "F", "C", "C", "O", "H", "H", "H", "H", "H", "H", "C", "C", "O", "H", "H", "H", "H", "H", "H", "C", "C", "O", "H", "H", "H", "H", "H", "H", "C", "C", "O", "H", "H", "H", "H", "H", "H", "C", "C", "O", "H", "H", "H", "H", "H", "H", "C", "C", "O", "H", "H", "H", "H", "H", "H"], "positions_angstrom": [[1.1207, 0.5493, 2.9732], [0.1938, 0.6958, 0.4355], [4.4252, 3.1168, 0.0066], [2.9885, 3.3396, 0.3285], [2.5214, 2.1314, 1.0203], [4.6844, 2.2140, -0.5465], [4.8186, 3.1276, 1.0231], [4.7015, 4.0226, -0.5330], [2.3585, 3.5177, -0.5429], [2.8482, 4.2482, 0.9140], [1.7661, 1.8357, 0.5067], [-2.1816, 3.5293, -2.7308], [-0.9586, 2.7243, -2.1824], [-1.0985, 2.8385, -0.7990], [-2.3417, 3.4787, -3.8078], [-2.3062, 4.5725, -2.4403], [-3.1025, 3.0575, -2.3881], [-0.0200, 3.0644, -2.6200], [-1.1875, 1.7070, -2.4999], [-0.6140, 2.1339, -0.3626], [-4.8473, -0.9090, -0.4660], [-3.3392, -0.5589, -0.4641], [-2.9362, 0.5363, 0.3322], [-5.4411, -0.0572, -0.1345], [-5.0556, -1.7739, 0.1638], [-5.1619, -1.1274, -1.4865], [-3.1984, -0.3015, -1.5139], [-2.6115, -1.3585, -0.3259], [-2.0534, 0.8663, 0.1496], [2.9866, -3.3543, 1.3224], [1.7710, -2.9130, 2.1280], [1.2635, -1.6742, 1.6751], [3.1997, -4.4194, 1.2314], [3.8800, -2.8172, 1.6407], [2.9932, -3.1575, 0.2503], [1.8400, -2.8002, 3.2100], [1.0582, -3.7346, 2.0580], [0.5382, -1.7526, 1.0512], [2.1226, -1.3851, -3.5171], [1.9187, -0.4503, -2.2233], [0.9240, -1.0786, -1.4752], [2.7537, -0.8334, -4.2139], [1.1981, -1.5642, -4.0660], [2.6417, -2.2723, -3.1543], [1.4646, 0.4212, -2.6950], [2.8343, -0.2187, -1.6791], [0.6576, -0.3949, -0.8561], [-3.0242, -2.3090, 3.2266], [-1.5855, -1.8825, 3.1767], [-1.2738, -0.5963, 2.6912], [-3.5310, -1.7814, 2.4185], [-3.5325, -2.0194, 4.1463], [-3.0808, -3.3847, 3.0600], [-1.0445, -2.5270, 2.4839], [-1.1028, -1.9397, 4.1523], [-1.8422, -0.3818, 1.9479]], "atomic_forces_ev_per_a": [[-0.444, 0.339, -0.797], [0.260, 0.080, 0.330], [-0.128, 1.093, 0.541], [-1.140, -1.247, -0.288], [0.092, 1.057, -0.083], [-0.284, 0.104, 0.118], [1.049, -0.229, -0.328], [0.732, -0.101, -0.030], [-0.064, -0.325, -0.224], [0.126, -0.214, 0.508], [-0.683, -0.524, -0.079], [-0.415, -0.420, -0.427], [-2.564, 0.802, -0.921], [0.428, 0.386, 0.510], [0.665, 0.051, -0.277], [0.681, 0.023, 0.195], [0.104, -0.239, 0.499], [0.244, 0.068, 0.275], [0.521, -0.339, -0.117], [0.622, -0.448, 0.367], [0.740, -0.017, 0.824], [0.484, 0.465, -1.893], [-1.263, -0.045, 1.371], [0.121, 0.012, 0.137], [-0.223, 0.082, 0.059], [0.087, -0.147, 0.090], [0.460, 0.320, -0.215], [-0.492, -0.706, 0.323], [0.297, -0.175, -0.525], [1.258, 0.366, -0.271], [-0.416, -1.159, -0.527], [-0.196, 0.483, -0.017], [-0.168, -0.216, 1.091], [0.164, -0.231, 0.282], [-1.025, 0.753, -0.071], [1.031, -0.009, 0.006], [-0.632, 0.220, -0.342], [0.085, -0.066, -0.443], [1.007, 1.432, 1.635], [-1.043, -1.294, -3.414], [0.126, -0.423, 0.530], [0.347, -0.163, -0.019], [-0.123, -0.226, 0.582], [-0.250, -0.297, -0.512], [0.358, 0.789, 0.418], [0.098, -0.115, -0.031], [-0.629, 0.322, 0.983], [-0.310, 0.689, -0.182], [1.276, -0.716, -0.160], [-0.248, 0.821, 0.807], [-0.291, -0.242, -0.192], [0.070, -0.124, 0.029], [-0.188, 0.084, 0.117], [-0.024, -0.713, 0.275], [0.006, -0.202, 0.051], [-0.298, 0.531, -0.568]], "lowdin_charge": [1.2021, -0.5320, -0.0888, -0.2900, -0.2370, 0.0789, 0.0797, 0.0785, 0.1110, 0.1134, -0.0030, -0.0867, -0.3149, -0.0909, 0.0614, 0.0675, 0.0629, 0.1003, 0.1028, 0.0128, -0.0663, -0.3100, -0.0892, 0.0777, 0.0575, 0.0681, 0.0974, 0.1069, 0.0403, -0.0698, -0.3113, -0.2987, 0.0726, 0.0729, 0.0717, 0.1017, 0.1083, 0.0694, -0.0691, -0.3095, -0.1100, 0.0566, 0.0669, 0.0583, 0.0922, 0.1073, 0.0034, -0.0512, -0.3184, -0.2529, 0.0694, 0.0812, 0.0849, 0.0938, 0.1203, 0.0494], "orbital_gap_ev": [5.7, 9.4], "lumo_ev": [-0.20, -0.23], "multiplicity": 2, "e_homo_ev": [-5.92, -9.65], "s2": 0.752}